Entry from the Open Molecules 2025 dataset: a cluster of 8 separate species, C8H32O8 in total (ωB97M-V/def2-TZVPD).

Last column: Mulliken spin population.
Geometry (Å):
C  -4.353258  -0.517445  -0.430603  0.00
O  -5.095039  -0.549276  0.790236  0.00
H  -4.599590  -1.309575  -1.137674  0.00
H  -4.610735  0.375701  -0.999890  0.00
H  -3.271306  -0.499257  -0.299636  0.00
H  -6.020533  -0.730622  0.610865  0.00
C  5.263952  0.173010  0.516815  0.00
O  5.979280  -0.652223  -0.451245  0.00
H  5.643874  0.081861  1.534381  0.00
H  5.353489  1.196359  0.152352  0.00
H  4.210842  -0.040518  0.333856  0.00
H  6.898245  -0.405444  -0.578533  0.00
C  3.345032  -1.835655  -2.949662  0.00
O  3.239877  -0.660528  -2.084761  0.00
H  2.398970  -2.363476  -3.069919  0.00
H  3.744153  -1.542697  -3.920737  0.00
H  4.027515  -2.585163  -2.548960  0.00
H  4.125515  -0.659749  -1.714295  0.00
C  2.278193  2.408477  2.099526  0.07
O  1.591465  1.304703  2.634061  0.78
H  2.968921  2.912282  2.775671  0.01
H  2.661172  2.063440  1.139112  0.05
H  1.404622  3.041095  1.942162  0.08
H  0.904079  1.012222  2.031104  0.00
C  0.458794  0.365986  -0.461305  0.00
O  -0.341468  0.751216  0.619125  0.00
H  0.309449  1.112317  -1.241550  0.00
H  1.514183  0.445371  -0.200613  0.00
H  0.360331  -0.640397  -0.868237  0.00
H  -0.958222  0.023807  0.729081  0.00
C  -2.232518  -0.865524  3.416504  0.00
O  -1.605191  -1.509511  2.357783  0.00
H  -3.064455  -0.235861  3.101057  0.00
H  -2.517028  -1.649709  4.118074  0.00
H  -1.386701  -0.405133  3.927123  0.00
H  -2.201113  -2.201916  2.062739  0.00
C  -0.315619  -1.602355  -3.895126  0.00
O  -0.754675  -2.867212  -3.542612  0.00
H  0.733439  -1.368225  -3.714136  0.00
H  -0.534151  -1.463674  -4.953957  0.00
H  -0.916004  -0.832777  -3.409965  0.00
H  -0.795107  -2.961750  -2.588134  0.00
C  -3.729911  2.879955  1.247123  0.00
O  -4.564920  2.193992  2.203703  0.00
H  -4.213036  2.827436  0.271447  0.00
H  -3.664907  3.958989  1.386979  0.00
H  -2.730797  2.446321  1.204585  0.00
H  -4.939108  1.381134  1.856085  0.00

Forces on the atoms, in the same order (eV/Å):
C -0.8 0.5 -0.9
O 0.9 -0.1 0.1
H 0.0 -0.5 0.4
H 0.1 0.4 0.1
H -0.2 -0.1 0.6
H 0.0 -0.1 -0.2
C 1.0 0.2 -2.0
O -1.1 -0.2 0.6
H -0.3 -0.2 0.0
H 0.2 0.4 0.4
H 0.0 -0.5 0.7
H 0.0 0.3 0.3
C 0.1 0.1 0.0
O 0.0 -1.4 -0.5
H -0.1 0.5 0.1
H -0.2 0.0 -0.1
H 0.1 0.2 0.3
H 0.3 0.5 0.3
C -0.6 -0.8 0.7
O 2.2 1.1 2.0
H 0.0 -0.7 0.1
H 0.1 0.4 -0.6
H -0.4 0.9 -0.8
H -2.1 -1.0 -2.1
C 1.5 0.9 -1.5
O 0.0 -0.4 1.2
H 0.0 -0.3 -0.4
H 0.2 -0.1 0.1
H -0.5 0.0 0.3
H -0.5 -0.1 0.9
C 0.5 -0.5 1.4
O 0.4 -0.6 -2.1
H 0.2 0.2 0.3
H -0.7 0.3 0.2
H -0.5 0.9 0.1
H 0.1 -0.1 -0.3
C -0.5 1.4 -0.5
O 0.0 -1.1 0.3
H 0.1 -0.3 0.0
H 0.3 -0.2 -0.1
H 0.0 0.3 0.3
H 0.1 0.0 0.0
C -1.1 -0.8 -0.4
O 0.7 1.2 0.3
H 0.2 -0.3 -0.3
H -0.1 -0.1 0.9
H 0.1 0.0 0.0
H 0.2 -0.1 -0.5

Calculated values
Energy   -925.3785 Eh
Relative energy (zero: lowest compared OMol25 entry of this formula, charge and spin)   62.7 kcal per mole
Spin multiplicity   2
Orbital gap (alpha / beta)   0.3456 / 0.1009 Ha
Charge   +1


Entry from the Open Molecules 2025 dataset: a structure of composition C5H5Br3 (ωB97M-V/def2-TZVPD).

Last column: Mulliken charge in e.
Geometry (Å):
C  1.267871  -0.280546  0.763041  -0.35
C  0.356110  -1.238489  0.489598  -0.36
C  0.939662  1.137013  0.237191  -0.38
C  -0.869260  -0.853652  -0.270333  -0.09
C  -0.623726  0.598162  -0.805519  -0.60
Br  0.161708  2.223146  1.554801  -0.10
Br  -2.651259  -1.009472  0.661626  -0.14
Br  -0.029845  0.612467  -2.619957  -0.11
H  2.077991  -0.581450  1.424860  0.38
H  0.634917  -2.247257  0.826991  0.36
H  1.381699  1.786785  -0.526236  0.47
H  -1.276979  -1.470091  -1.163953  0.35
H  -1.368887  1.323384  -0.572110  0.55

Forces on the atoms, in the same order (eV/Å):
C -1.0 0.5 -1.0
C 0.9 0.1 0.3
C -3.8 -2.5 -2.1
C -1.3 0.3 -2.5
C 3.3 -0.7 2.6
Br 0.0 0.8 1.1
Br 0.7 0.3 0.4
Br -0.2 0.0 -0.1
H 0.2 0.6 -0.3
H -0.8 0.3 -0.2
H 0.8 -0.8 0.6
H 1.8 0.6 1.5
H -0.5 0.4 -0.2

Calculated values
Energy   -7915.4846 Eh
Relative energy (zero: lowest compared OMol25 entry of this formula, charge and spin)   0.0 kcal per mole
Orbital gap   0.3472 Ha
Charge   0


Entry from the Open Molecules 2025 dataset: a cluster of 15 separate species, C5H41NO15 in total (ωB97M-V/def2-TZVPD).

Last column: Mulliken spin population.
Geometry (Å):
C  -0.960431  1.666839  -0.810324  -0.01
N  -0.711477  0.557478  0.121266  0.73
C  0.404510  1.111837  0.982993  0.02
C  1.124098  0.058169  1.915098  -0.02
C  2.553292  0.399418  2.455011  0.00
O  0.083854  -0.311584  2.874939  0.00
C  -2.352020  2.289642  -0.510204  0.09
H  -0.322083  2.478811  -1.031006  0.03
H  -1.125470  1.314283  -1.901035  0.01
H  -0.489160  -0.242649  -0.423952  -0.02
H  -0.116818  1.846967  1.652107  0.03
H  1.275709  1.653565  0.338343  0.08
H  1.339558  -0.856768  1.362717  0.00
H  2.613304  1.384982  2.986977  0.00
H  3.352266  0.485151  1.715733  0.00
H  2.790927  -0.321884  3.226998  0.00
H  -0.147708  0.557992  3.273315  0.00
H  -2.654058  2.971368  -1.377203  0.00
H  -3.077446  1.513878  -0.619060  0.00
H  -2.544574  2.850004  0.375283  0.00
H  0.930208  -4.242464  3.012483  0.00
H  2.025242  -4.077412  1.953002  0.00
O  1.209600  -4.462590  2.130810  0.00
H  1.727483  -0.428284  -2.699732  0.00
H  1.118496  -1.585773  -1.991305  0.00
O  1.570179  -0.731320  -1.856601  0.01
H  0.230222  -1.926159  0.612474  0.00
H  -1.069677  -2.472327  -0.184046  0.00
O  -0.093165  -2.368955  -0.227748  0.00
H  -0.570079  -3.104457  2.160147  0.00
H  -0.717642  -1.695485  2.690037  0.00
O  -1.101912  -2.358962  2.109246  0.00
H  -0.019630  5.599439  1.734022  0.00
H  -0.778543  4.635078  0.964748  0.00
O  -0.535122  4.897021  1.861447  0.00
H  -2.945213  0.409916  0.274351  -0.01
H  -2.623499  -0.838468  1.096404  -0.01
O  -3.390107  -0.357398  0.639434  0.04
H  -2.156310  -2.043746  -2.654197  0.00
H  -0.919672  -2.753381  -3.140090  0.00
O  -1.472681  -1.950940  -3.312658  0.00
H  0.461214  -3.664722  -0.905456  0.00
H  0.866468  -5.199455  -0.803418  0.00
O  0.902491  -4.384020  -1.334109  0.00
H  0.192064  2.468429  4.376176  0.00
H  -0.148036  3.418858  3.052675  0.00
O  -0.362159  2.659255  3.578079  0.00
H  -4.304885  -2.090005  -2.008062  0.00
H  -3.337196  -1.997408  -0.740394  0.00
O  -3.358016  -2.350995  -1.690703  0.00
H  1.413389  2.168699  -3.808107  0.00
H  0.215367  1.475926  -2.984938  0.00
O  0.885794  2.186720  -3.048365  0.00
H  -0.419765  -0.700143  -3.352340  0.00
H  0.020353  -0.206801  -4.885169  0.00
O  0.301232  -0.166103  -3.992991  0.00
H  3.437005  -0.304500  -0.146156  0.00
H  2.989971  -1.699950  -0.617567  0.00
O  3.405708  -1.185563  0.017129  0.00
H  2.112957  3.147016  -0.103358  -0.01
H  1.778444  3.210450  -1.647074  0.00
O  1.493121  3.663462  -0.736056  0.03

Forces on the atoms, in the same order (eV/Å):
C -4.3 -1.0 -2.6
N 4.6 4.8 -1.2
C 1.6 -0.7 1.1
C -0.8 -0.2 -0.8
C -1.1 2.0 1.1
O 1.7 2.1 0.3
C -0.7 1.0 -2.5
H 1.9 0.6 1.4
H 0.0 -0.5 2.0
H -0.1 -2.2 -0.2
H 0.8 -0.3 -0.7
H -2.6 -1.3 0.8
H -0.2 0.0 -0.2
H -0.5 -0.6 -0.3
H -0.5 -0.6 -0.1
H 0.2 -0.4 -0.2
H -0.2 -0.7 0.1
H 0.8 -0.7 1.1
H -0.7 -0.1 -0.1
H 0.4 0.2 1.0
H 0.3 0.0 0.7
H 2.3 1.1 -0.2
O -2.6 -1.1 -0.3
H 0.5 1.2 -3.3
H 0.3 0.4 0.2
O -1.0 -1.6 3.4
H -1.1 -1.3 -1.3
H 1.0 0.0 0.6
O -0.5 1.8 0.3
H 1.5 -2.5 0.0
H 0.0 0.2 0.3
O -2.3 1.7 -0.2
H 3.4 4.6 -0.5
H 0.0 0.0 0.1
O -3.2 -4.7 0.4
H -0.3 0.0 0.2
H -1.7 0.6 -0.4
O 1.9 -1.7 0.9
H -1.3 0.0 0.7
H -0.5 0.8 -0.5
O 2.2 -0.8 -0.3
H -0.3 0.1 1.0
H -0.1 0.8 -0.2
O 0.9 -1.7 -1.2
H -0.5 1.2 -1.3
H 0.6 1.3 0.0
O -0.1 -2.4 1.4
H 2.5 -0.8 0.8
H -0.4 -0.4 -1.8
O -2.9 1.3 1.6
H 0.6 -0.7 -1.9
H 1.4 0.2 -1.3
O -1.2 1.1 2.9
H 1.8 1.0 -3.0
H -0.8 -0.4 -1.2
O -1.4 -1.0 3.3
H -0.2 3.5 -1.6
H -1.1 -0.6 -2.3
O 1.6 -3.2 4.0
H -1.3 1.8 -1.4
H -1.3 1.4 2.3
O 2.6 -2.9 -0.8

Calculated values
Energy   -1398.0014 Eh
Relative energy (zero: lowest compared OMol25 entry of this formula, charge and spin)   100.1 kcal per mole
Spin multiplicity   2
Orbital gap (alpha / beta)   0.3929 / 0.1921 Ha
Charge   +1


Entry from the Open Molecules 2025 dataset: a structure of composition C3H10NO2 (ωB97M-V/def2-TZVPD).

Last column: Mulliken spin population.
Geometry (Å):
C  -0.061928  -0.293757  1.770633  -0.02
O  0.738780  -0.020535  0.673440  0.62
C  -1.019559  0.847455  2.098579  0.00
H  0.576384  -0.515901  2.633487  0.06
H  -0.650229  -1.205347  1.601479  0.03
H  -1.580710  0.699899  3.021143  0.00
H  -1.739385  0.946298  1.285836  0.00
H  -0.497155  1.797882  2.206152  0.00
N  1.430340  0.030215  -2.435612  0.00
C  0.221487  -0.707825  -2.140149  -0.01
O  -0.644969  -0.132976  -1.181371  0.33
H  1.168862  0.955097  -2.777556  0.00
H  1.956673  0.103180  -1.571010  0.00
H  -0.374876  -0.793846  -3.051683  0.03
H  0.492305  -1.717574  -1.823677  0.00
H  -0.016019  0.007734  -0.309691  -0.04

Forces on the atoms, in the same order (eV/Å):
C -0.8 0.4 0.5
O 0.5 -0.3 0.8
C -0.1 0.2 -0.1
H 0.3 -0.1 -0.2
H 0.2 -0.2 -0.1
H 0.1 -0.3 0.0
H 0.0 0.1 0.0
H 0.1 0.0 -0.1
N -0.6 -0.1 0.1
C 0.1 -0.1 -0.3
O 0.4 0.0 0.2
H 0.3 -0.2 0.3
H 0.2 0.3 -0.2
H -0.1 0.0 0.0
H 0.1 0.0 0.0
H -0.7 0.4 -1.0

Calculated values
Energy   -325.4260 Eh
Relative energy (zero: lowest compared OMol25 entry of this formula, charge and spin)   12.1 kcal per mole
Spin multiplicity   2
Orbital gap (alpha / beta)   0.3969 / 0.2531 Ha
Charge   0